Entry 1:
Computed, not measured: a molecular structure, C21H37BeCl3F14ILiMgN3O9P2S at a distorted geometry, with ωB97M-V/def2-TZVPD.

Each line ends with the Mulliken charge.
Positions of all 94 atoms, in Å:
C 0.81 0.05 2.33  -1.35
C 2.25 0.53 2.53  0.01
I 3.10 0.84 0.58  0.04
C 2.91 -0.57 3.37  -1.59
N 4.35 -0.29 3.67  0.60
C 4.37 0.68 4.80  -1.23
C 5.68 1.42 5.07  -0.96
C 5.96 2.53 4.05  -0.84
C 5.69 2.06 2.62  1.96
C 6.42 2.95 1.59  -0.45
N 7.64 2.43 1.03  -0.58
S 4.93 -1.79 4.15  1.16
O 4.03 -2.40 5.05  -0.56
O 5.28 -2.50 2.99  -0.57
F 6.18 -1.41 4.95  -0.21
H 0.48 -0.39 3.26  0.35
H 0.14 0.85 2.02  0.31
H 0.83 -0.76 1.61  0.38
H 2.23 1.47 3.08  0.53
H 2.85 -1.50 2.81  0.83
H 2.33 -0.66 4.28  0.45
H 3.59 1.42 4.64  0.52
H 4.09 0.15 5.71  0.55
H 5.56 1.87 6.05  0.40
H 6.56 0.79 5.13  0.38
H 5.45 3.46 4.29  0.28
H 7.02 2.77 4.09  0.45
H 4.62 2.12 2.40  -2.03
H 6.02 1.04 2.52  0.12
H 5.73 3.21 0.77  -0.10
H 6.68 3.87 2.11  0.67
H 8.40 2.53 1.68  0.27
H 7.50 1.44 0.85  0.25
Li 3.95 3.62 1.27  1.00
C -3.18 -0.71 1.09  -0.30
Cl -2.01 -1.62 0.22  0.13
Cl -2.79 -0.54 2.76  0.01
Cl -3.35 0.94 0.29  0.08
H -4.14 -1.22 1.00  0.55
F -0.15 -2.65 1.97  -0.16
P 0.48 -4.12 1.44  0.91
F 0.28 -4.60 -0.13  -0.34
F 1.61 -3.09 0.82  -0.35
F 1.70 -5.21 1.48  -0.33
F -1.12 -4.61 1.48  -0.32
F 0.46 -4.49 3.05  -0.35
Be -4.19 0.59 -1.71  0.48
C -3.91 4.98 1.07  -0.56
C -5.28 5.00 0.41  0.76
O -5.97 4.02 0.43  -0.54
O -5.63 6.16 -0.18  -0.70
H -3.72 4.00 1.51  0.16
H -3.14 5.19 0.32  0.28
H -3.83 5.73 1.85  0.28
N -2.81 -4.30 3.91  1.14
O -1.98 -4.92 4.52  -0.35
O -2.89 -3.07 4.04  -0.40
O -3.62 -4.88 3.18  -0.41
C -7.38 -0.56 -4.30  -0.58
O -6.38 -1.39 -4.83  -0.31
C -6.18 -2.58 -4.07  -0.12
C -6.87 -3.77 -4.68  -0.62
O -8.28 -3.62 -4.67  -0.38
C -8.82 -3.20 -5.91  -0.70
H -7.67 0.15 -5.08  0.27
H -8.27 -1.13 -4.00  0.36
H -7.00 0.00 -3.44  0.05
H -6.51 -2.43 -3.04  0.31
H -5.10 -2.77 -4.05  0.15
H -6.64 -4.66 -4.08  0.38
H -6.51 -3.95 -5.70  0.34
H -8.86 -4.04 -6.61  0.33
H -8.23 -2.40 -6.36  0.30
H -9.83 -2.85 -5.73  0.25
F 8.58 5.17 -1.95  -0.34
P 7.67 5.81 -0.74  1.02
F 6.09 6.33 -0.94  -0.37
F 6.99 4.29 -0.87  -0.34
F 7.23 5.69 0.89  -0.35
F 7.92 7.26 -1.48  -0.32
F 9.10 6.10 0.02  -0.33
F -1.60 -1.71 -2.51  -0.18
C -1.75 -1.99 -3.83  0.45
C -2.19 -0.99 -4.67  -0.36
C -2.34 -1.28 -6.02  -0.41
C -2.06 -2.55 -6.50  -0.65
C -1.63 -3.54 -5.62  -0.39
C -1.46 -3.26 -4.27  -0.54
H -2.40 0.00 -4.28  0.30
H -2.67 -0.50 -6.70  0.38
H -2.18 -2.77 -7.55  0.41
H -1.41 -4.53 -5.99  0.41
H -1.12 -4.01 -3.58  0.55
Mg -6.67 7.27 0.92  1.31

Results
Largest force on an atom: 1.9 eV/A
Net charge: +1



Entry 2:
Computed, not measured: a molecular structure, C16H24Cl2N2O2S at a distorted geometry, with ωB97M-V/def2-TZVPD.

Each line ends with the natural charge from an NBO analysis.
Positions of all 47 atoms, in Å:
C -0.84 2.69 3.59  -0.64
C 0.07 1.68 2.77  0.01
C -0.42 0.45 2.16  -0.24
C 0.44 -0.31 1.58  -0.25
C 1.92 0.02 1.49  -0.09
C 2.33 1.08 2.28  -0.20
C 1.40 2.04 2.99  -0.12
Cl 2.35 3.24 3.59  0.10
H 3.54 1.12 2.23  0.24
Cl 2.80 -1.25 0.80  0.07
S -0.27 -1.96 1.00  2.28
O 0.46 -3.03 1.48  -0.87
O -1.64 -1.47 0.87  -0.92
N 0.19 -1.69 -0.66  -0.88
H 0.65 -2.46 -1.14  0.41
C -0.67 -0.73 -1.44  -0.11
C -1.80 -1.43 -2.24  -0.36
H -2.41 -1.94 -1.35  0.25
H -1.26 -2.53 -2.86  0.21
C -2.66 -0.75 -3.04  -0.05
N -1.60 0.01 -4.05  -0.65
H -2.32 0.51 -4.48  0.37
C -0.58 0.63 -3.52  0.10
C 0.16 -0.18 -2.49  -0.41
H 1.31 0.24 -2.25  0.24
H 0.70 -1.01 -3.29  0.21
C 0.28 1.21 -4.89  -0.54
H 0.49 -0.05 -5.40  0.17
H 1.20 1.52 -4.45  0.20
H -0.30 1.77 -5.48  0.19
C -0.82 1.97 -2.90  -0.65
H -1.44 2.68 -3.55  0.20
H -1.33 1.90 -1.92  0.19
H 0.06 2.80 -2.81  0.22
C -3.42 -1.58 -4.00  -0.60
H -4.04 -2.54 -3.36  0.21
H -2.64 -2.25 -4.78  0.25
H -4.35 -1.08 -4.50  0.23
C -3.54 0.13 -2.29  -0.60
H -4.04 0.80 -2.81  0.21
H -3.21 0.77 -1.56  0.22
H -4.45 -0.46 -1.62  0.21
H -0.98 0.06 -0.81  0.24
H -1.45 0.54 2.30  0.25
H -0.50 3.66 3.24  0.22
H -1.85 2.43 3.36  0.21
H -0.56 2.85 4.57  0.23

Results
Largest force on an atom: 10.9 eV/A
Net charge: 0



| no. | total energy (eV) |
| --- | --- |
| 1 | -164434.634 |
| 2 | -59925.113 |